33
Properties=species:S:1:pos:R:3:forces:R:3:nbo_charge:R:1 method="wB97M-V/def2-TZVPD" homo_lumo_gap_ha=0.33391 total_charge=+1 e_tot_ha=-3213.8288
Cl 3.7767 1.3765 -1.7954 -0.06 0.07 -0.04 -0.008
Cl 4.5246 -1.3667 -2.3837 -0.01 0.06 -0.03 0.069
Cl 6.2707 0.8072 -3.1079 0.00 0.00 0.02 0.090
Cl 5.9144 0.1058 -0.3316 -0.02 0.00 0.01 0.078
F -1.7740 -1.9885 0.6608 0.08 0.08 0.06 -0.332
F 2.3826 -0.9789 -0.0816 0.13 -0.26 0.04 -0.287
F -0.5237 -0.2164 2.6882 0.01 0.08 -0.05 -0.318
F -1.7128 -3.4495 2.2609 0.06 -0.18 -0.02 -0.268
F 0.4578 -1.7439 -0.7419 -0.09 -0.04 -0.04 -0.299
F 1.9941 -1.3948 2.3197 0.04 0.08 0.08 -0.282
F -2.6686 -1.5428 2.5728 -0.12 0.07 0.11 -0.297
F 0.9956 -3.0816 1.3427 0.12 -0.07 -0.01 -0.289
F -0.0339 -2.0955 3.6726 0.02 0.01 0.16 -0.269
N 0.6187 0.3593 0.2072 0.16 0.46 -0.16 -0.719
N -1.5803 0.9833 0.1279 -0.06 -0.41 -0.01 -0.429
N -0.4887 0.6521 -1.9301 -0.56 -0.03 0.38 -0.830
C 5.1354 0.2172 -1.9052 0.06 -0.07 0.00 -0.225
C -2.8973 1.3766 -0.4071 -0.23 0.05 0.03 -0.244
C -0.3128 -1.5414 2.4967 -0.04 -0.16 -0.24 0.556
C 0.9394 -1.7629 1.5841 -0.15 0.07 -0.03 0.574
C -1.6503 -2.1687 1.9940 0.06 0.12 -0.15 0.922
C 1.0803 -1.0209 0.1987 -0.23 0.13 0.12 0.782
C -2.8899 2.7804 -1.0213 0.23 -0.08 -0.15 -0.631
C -0.5268 0.6814 -0.5522 0.22 0.01 -0.14 0.738
H 1.4118 0.9388 -0.0712 -0.03 -0.04 0.05 0.440
H -0.1400 1.4939 -2.3805 0.42 -0.31 -0.02 0.433
H -1.4823 0.9002 1.1390 0.04 -0.05 -0.11 0.458
H -3.2175 0.6130 -1.1211 -0.01 0.09 0.10 0.224
H -2.1175 3.3984 -0.5544 -0.22 0.01 0.04 0.227
H -3.8612 3.2524 -0.8695 0.13 -0.03 -0.05 0.256
H -2.6866 2.7512 -2.0953 -0.06 0.02 0.16 0.223
H -3.5823 1.3272 0.4416 0.14 -0.03 -0.11 0.244
H -1.3554 0.3378 -2.3568 -0.03 0.33 0.01 0.412